{
  "formula": "C4H5F2LiNOS",
  "method": "the ωB97M-V functional and the def2-TZVPD basis",
  "homo_ha": -0.494,
  "charge": 1,
  "species": ["H", "C", "H", "O", "H", "Li", "H", "N", "F", "F", "C", "S", "C", "H", "C"],
  "positions_angstrom": [[-1.57060, -0.76635, -0.52037], [-1.45162, 0.46088, 1.01187], [0.15835, 1.74795, 1.39519], [-2.51868, 0.43043, 1.53167], [0.73930, -1.22659, 0.98755], [2.02199, -2.16950, -3.79802], [1.86610, 0.19185, 0.81599], [-1.24242, 0.19190, -0.40866], [0.62036, 1.43960, -0.96411], [0.01353, 0.48920, 2.96258], [0.20535, 0.18444, -0.58197], [0.62403, -0.99249, -1.94484], [0.84095, -0.16732, 0.75485], [-0.22675, -0.51424, -2.85959], [-0.07987, 0.70023, 1.61785]],
  "atomic_forces_ev_per_a": [[-0.5, 0.2, -0.5], [-0.5, -0.1, 0.0], [0.0, 0.0, 0.3], [0.3, 0.0, 0.0], [0.0, 0.0, 0.0], [0.0, 0.2, 0.3], [0.1, -0.3, 0.0], [0.8, -0.4, 0.7], [-0.2, -0.4, 0.1], [-0.2, -0.2, -0.5], [-0.1, 0.0, -0.5], [0.1, -0.4, -0.2], [0.0, 0.7, 0.0], [-0.2, 0.2, 0.1], [0.3, 0.5, 0.3]],
  "nbo_charge": [0.40, 0.65, 0.21, -0.46, 0.24, 0.98, 0.25, -0.67, -0.34, -0.30, 0.45, -0.21, -0.49, 0.18, 0.11]
}


{
  "formula": "C4H5F2N",
  "method": "the ωB97M-V functional and the def2-TZVPD basis",
  "smiles": "C=N[C@@H]1CC1(F)F",
  "homo_ha": -0.347,
  "e_above_lowest_kj_mol": 135.0,
  "species": ["H", "C", "N", "H", "F", "H", "F", "C", "C", "C", "H", "H"],
  "positions_angstrom": [[-0.80432, 0.73688, 0.75122], [0.92302, 1.92450, -0.22687], [0.78311, -0.60189, 0.19966], [-0.34815, -1.39892, 1.75806], [2.25355, 1.85407, -0.29322], [0.56212, 0.79101, -2.05841], [0.55943, 3.06084, 0.38689], [0.04732, 0.57163, 0.09504], [0.48684, -1.47580, 1.05311], [0.05865, 1.29669, -1.24991], [-0.84182, 1.82220, -1.53360], [1.09936, -2.36306, 1.09098]],
  "atomic_forces_ev_per_a": [[-0.1, 0.1, 0.0], [-1.5, -2.3, 0.5], [0.5, -0.3, -0.4], [0.0, 0.1, -0.1], [-0.1, -0.1, -0.1], [0.1, -0.1, -0.1], [-0.1, 0.0, -0.1], [1.2, 2.4, 0.0], [-0.1, 0.0, 0.1], [0.2, 0.5, 0.0], [-0.1, 0.1, 0.0], [0.1, -0.3, 0.1]],
  "nbo_charge": [0.19, 0.71, -0.39, 0.14, -0.31, 0.25, -0.32, -0.14, -0.05, -0.49, 0.24, 0.18]
}


{
  "formula": "C4H5F2N2",
  "method": "the ωB97M-V functional and the def2-TZVPD basis",
  "smiles": "N#C/C(F)=C(\\F)C[NH3+]",
  "homo_ha": -0.503,
  "e_above_lowest_kj_mol": 80.5,
  "charge": 1,
  "species": ["C", "C", "N", "H", "H", "C", "N", "C", "F", "H", "F", "H", "H"],
  "positions_angstrom": [[0.73873, -0.46032, 0.41211], [-1.59129, -0.36625, -0.84393], [-3.19407, 0.51189, -2.57913], [1.42199, -1.09521, -0.26917], [2.48777, -0.09434, 1.60361], [-2.52928, 0.10835, -1.77094], [1.60449, 0.42686, 1.27456], [-0.31053, 0.29706, -0.40143], [0.13209, 1.39121, -0.96125], [1.92702, 1.33978, 0.80560], [-1.70461, -1.57222, -0.24718], [0.96927, 0.75187, 2.03910], [0.04842, -1.23868, 0.93804]],
  "atomic_forces_ev_per_a": [[-1.4, -2.4, -1.7], [6.6, 1.8, 3.2], [-2.3, 1.4, -2.6], [-0.9, 1.3, 0.9], [-1.8, 1.0, -0.2], [2.1, -1.3, 2.4], [0.2, 0.7, 0.3], [-4.2, -3.3, -1.8], [0.0, 1.0, -0.3], [-0.6, -1.7, 0.3], [-0.8, 0.5, -0.6], [1.1, -0.4, 0.0], [1.9, 1.4, 0.1]],
  "nbo_charge": [-0.35, 0.30, -0.13, 0.27, 0.48, 0.14, -0.71, 0.34, -0.29, 0.47, -0.29, 0.46, 0.30]
}


{
  "formula": "C4H5F2NO3S",
  "method": "the ωB97M-V functional and the def2-TZVPD basis",
  "homo_ha": -0.361,
  "e_above_lowest_kj_mol": 0.0,
  "species": ["H", "C", "C", "C", "H", "N", "O", "H", "O", "S", "O", "C", "F", "F", "H", "H"],
  "positions_angstrom": [[-2.07972, -0.10916, -0.63806], [-0.80771, 0.97608, 0.57221], [0.09079, -1.65823, 1.65819], [-1.23546, 0.58590, -0.80826], [0.28138, -2.05833, -0.30362], [-0.15784, -0.04070, -0.09588], [1.80872, 1.56399, -1.73027], [-0.18327, -0.89797, 2.26694], [2.55504, -0.71732, -1.36449], [2.27157, 0.59317, -0.76598], [-1.10728, 1.23598, -1.98333], [0.03144, -1.35250, 0.36907], [-1.56938, 0.70406, 1.67157], [-0.07587, 2.14727, 0.85962], [0.42413, -2.62332, 2.14239], [-0.24653, 1.65108, -1.85009]],
  "atomic_forces_ev_per_a": [[-0.3, 0.9, -1.2], [0.2, 2.0, 0.7], [0.8, -2.2, -0.8], [-2.6, -1.4, 1.6], [0.7, -1.9, -2.7], [2.0, -0.2, 0.7], [0.1, 0.2, 0.6], [-0.5, 2.0, 2.4], [-0.2, 1.8, 1.4], [0.3, -1.8, -2.1], [0.4, -0.2, 0.7], [-0.2, 0.6, 2.3], [0.4, 0.3, -1.0], [-0.9, -1.7, -0.5], [-0.6, 1.2, -1.2], [0.5, 0.6, -0.9]],
  "nbo_charge": [0.18, 0.76, -0.40, 0.21, 0.21, -0.51, -0.89, 0.19, -0.84, 1.69, -0.64, -0.03, -0.32, -0.34, 0.23, 0.50]
}


{
  "formula": "C4H5F3",
  "method": "the ωB97M-V functional and the def2-TZVPD basis",
  "homo_ha": -0.355,
  "e_above_lowest_kj_mol": 216.7,
  "species": ["C", "H", "F", "C", "F", "F", "C", "H", "H", "H", "C", "H"],
  "positions_angstrom": [[1.46753, -1.09550, -0.98093], [1.69406, 1.09331, -0.94142], [0.19249, 1.25303, 1.73340], [1.30194, 0.14965, -0.63842], [-0.20594, -0.87719, 1.57694], [2.32655, -1.49205, -1.95010], [-1.61229, 0.59619, 0.31042], [0.95324, -1.93709, -0.54409], [-1.50976, 1.39304, -0.42100], [-2.31214, 0.92089, 1.08548], [-0.29700, 0.29374, 0.93868], [-1.99869, -0.29803, -0.16896]],
  "atomic_forces_ev_per_a": [[0.1, 0.0, -0.2], [0.3, 0.2, -0.3], [-0.4, -0.1, 0.0], [-3.4, 0.1, 3.0], [-0.4, 0.2, -0.1], [0.1, 0.0, 0.0], [0.0, 0.0, 0.3], [-0.1, -0.1, 0.1], [0.1, 0.0, 0.0], [0.0, -0.1, 0.0], [3.6, -0.2, -2.6], [0.0, 0.0, -0.1]],
  "nbo_charge": [0.16, 0.21, -0.33, -0.34, -0.33, -0.35, -0.72, 0.18, 0.25, 0.23, 0.81, 0.24]
}


{
  "formula": "C4H5F3S",
  "method": "the ωB97M-V functional and the def2-TZVPD basis",
  "homo_ha": -0.335,
  "e_above_lowest_kj_mol": 229.4,
  "species": ["H", "F", "F", "S", "C", "F", "C", "H", "H", "C", "H", "C", "H"],
  "positions_angstrom": [[2.65503, -2.22826, 0.18364], [-1.03336, -0.20853, 2.02363], [-2.13277, -0.53217, 0.20023], [2.41546, -2.44407, -1.13314], [0.77754, -2.35204, -1.07878], [-2.28368, 1.35236, 1.22701], [-1.42535, 0.38276, 0.87592], [0.29411, 0.08718, -0.40188], [0.95567, 2.49378, -0.49843], [0.09617, 2.15494, 0.05258], [-0.47875, 2.91028, 0.56475], [-0.24934, 0.88366, 0.09007], [0.40926, -2.49990, -2.10561]],
  "atomic_forces_ev_per_a": [[0.2, 0.0, -0.1], [0.1, 0.0, 0.0], [0.0, -0.1, -0.2], [-0.2, 0.0, 0.2], [-0.1, 0.1, 0.0], [0.0, 0.3, 0.0], [0.0, 0.0, 0.2], [0.1, 0.0, 0.0], [0.2, 0.0, -0.1], [-0.1, 0.1, 0.0], [-0.1, 0.1, 0.1], [-0.2, -0.3, 0.1], [0.2, -0.1, -0.1]],
  "nbo_charge": [0.10, -0.33, -0.32, 0.23, -0.47, -0.33, 0.95, 0.23, 0.20, -0.33, 0.21, -0.29, 0.14]
}


Repeat the fourth record exactly.
{
  "formula": "C4H5F2NO3S",
  "method": "the ωB97M-V functional and the def2-TZVPD basis",
  "homo_ha": -0.361,
  "e_above_lowest_kj_mol": 0.0,
  "species": ["H", "C", "C", "C", "H", "N", "O", "H", "O", "S", "O", "C", "F", "F", "H", "H"],
  "positions_angstrom": [[-2.07972, -0.10916, -0.63806], [-0.80771, 0.97608, 0.57221], [0.09079, -1.65823, 1.65819], [-1.23546, 0.58590, -0.80826], [0.28138, -2.05833, -0.30362], [-0.15784, -0.04070, -0.09588], [1.80872, 1.56399, -1.73027], [-0.18327, -0.89797, 2.26694], [2.55504, -0.71732, -1.36449], [2.27157, 0.59317, -0.76598], [-1.10728, 1.23598, -1.98333], [0.03144, -1.35250, 0.36907], [-1.56938, 0.70406, 1.67157], [-0.07587, 2.14727, 0.85962], [0.42413, -2.62332, 2.14239], [-0.24653, 1.65108, -1.85009]],
  "atomic_forces_ev_per_a": [[-0.3, 0.9, -1.2], [0.2, 2.0, 0.7], [0.8, -2.2, -0.8], [-2.6, -1.4, 1.6], [0.7, -1.9, -2.7], [2.0, -0.2, 0.7], [0.1, 0.2, 0.6], [-0.5, 2.0, 2.4], [-0.2, 1.8, 1.4], [0.3, -1.8, -2.1], [0.4, -0.2, 0.7], [-0.2, 0.6, 2.3], [0.4, 0.3, -1.0], [-0.9, -1.7, -0.5], [-0.6, 1.2, -1.2], [0.5, 0.6, -0.9]],
  "nbo_charge": [0.18, 0.76, -0.40, 0.21, 0.21, -0.51, -0.89, 0.19, -0.84, 1.69, -0.64, -0.03, -0.32, -0.34, 0.23, 0.50]
}